#a
A cluster of 2 separate species, C3H13N2 in total. Source: OMol25; level of theory: ωB97M-V/def2-TZVPD.

ORCA input file:
```
! wB97M-V def2-TZVPD RIJCOSX def2/J DEFGRID3
* xyz 1 1
C -0.3421 -1.4267 2.3026
N -0.9976 -0.3219 1.6514
H -0.5264 -1.4445 3.3844
H -0.7082 -2.4618 1.9054
H 0.7816 -1.4240 2.2845
H -1.0847 0.5218 2.2545
H -1.8391 -0.6675 1.2332
H 0.2784 0.4521 0.2169
C 1.3052 -0.2239 -1.7204
N 0.6738 0.8242 -0.8002
C -0.5722 1.2412 -1.5444
H 0.5948 -1.0193 -1.9451
H 1.7033 0.2832 -2.6345
H 1.9934 -0.7579 -1.0751
H 1.4587 1.4540 -0.5842
H -1.1183 2.0356 -0.9385
H -1.2510 0.4395 -1.7502
H -0.3608 1.5297 -2.5365
*
```

Results
**HOMO-LUMO gap**: 10.50 eV
**HOMO**: -13.58 eV



#b
A cluster of 2 separate species, C3H13N2 in total. Source: OMol25; level of theory: ωB97M-V/def2-TZVPD.

ORCA input file:
```
! wB97M-V def2-TZVPD RIJCOSX def2/J DEFGRID3
* xyz 1 1
N 0.7825 2.6227 0.7735
H 1.6735 3.0365 0.5328
H 0.1067 3.3268 0.4903
H 0.7899 2.5608 1.7858
C -1.0470 -1.7426 -1.0604
C -0.6143 -0.6839 -0.0612
C 0.3024 -1.2137 1.0333
N 0.1751 0.3711 -0.8106
H -1.7238 -1.3235 -1.8029
H -0.1633 -2.1276 -1.5805
H -1.4738 -2.6046 -0.5574
H -1.4665 -0.1469 0.3543
H 1.1554 -1.7195 0.5828
H -0.2217 -1.9157 1.6691
H 0.6369 -0.3927 1.6663
H -0.3748 0.7941 -1.5605
H 0.4714 1.1896 -0.1834
H 0.9913 -0.0308 -1.2713
*
```

Results
**HOMO-LUMO gap**: 12.40 eV
**HOMO**: -15.49 eV



Need the numbers? Relative energies in kJ/mol: #a 193.3; #b 0.0.



#a
A cluster of 2 separate species, C3H5N2O in total. Source: OMol25; level of theory: ωB97M-V/def2-TZVPD.

ORCA input file:
```
! wB97M-V def2-TZVPD RIJCOSX def2/J DEFGRID3
* xyz -1 1
C 2.0615 -0.1415 0.0393
C 0.4404 -1.4215 -1.1305
C 0.7412 -0.6000 0.0385
N 3.1215 0.3023 0.0075
N -0.2231 2.0155 -0.3551
O -0.0917 2.7857 0.6320
H 0.7114 -0.9704 -2.1788
H -0.6984 -1.5283 -1.1713
H 0.8007 -2.4839 -1.1277
H 0.4067 -0.9485 1.0844
H 0.6755 1.6003 -0.6426
*
```

Results
**HOMO-LUMO gap**: 6.68 eV
**HOMO**: -2.42 eV



#b
A cluster of 2 separate species, C3H5N2O in total. Source: OMol25; level of theory: ωB97M-V/def2-TZVPD.

ORCA input file:
```
! wB97M-V def2-TZVPD RIJCOSX def2/J DEFGRID3
* xyz -1 1
C -1.4198 -0.6744 0.1215
C 0.1748 1.1262 -0.5823
C -0.0991 -0.2121 0.0276
N -2.5071 -1.0592 0.0790
N 0.8926 -1.0666 0.1299
O 2.1358 -0.8285 -0.1249
H 1.0102 1.5795 -0.0539
H -0.7006 1.7656 -0.5111
H 0.4628 0.9943 -1.6294
H -0.6305 0.3400 1.9649
H 0.6810 -1.9649 0.5786
*
```

Results
**HOMO-LUMO gap (alpha / beta)**: 6.38 / 6.37 eV
**HOMO (alpha / beta)**: -2.04 / -2.03 eV



Need the numbers? Relative energies in kJ/mol: #a 0.0; #b 47.0.



#a
A cluster of 2 separate species, CH4O2 in total. Source: OMol25; level of theory: ωB97M-V/def2-TZVPD.

ORCA input file:
```
! wB97M-V def2-TZVPD RIJCOSX def2/J DEFGRID3
* xyz 0 1
O -0.8960 -0.7059 -0.0670
C -0.3479 -0.2929 0.8948
H -0.8135 -0.5163 1.8842
H 0.6287 0.2471 0.9087
O 0.8153 0.2309 -1.1110
H 0.2100 0.0428 -1.8636
H 0.4035 0.9942 -0.6462
*
```

Results
**HOMO-LUMO gap**: 10.41 eV
**SMILES**: C=O.O
**HOMO**: -9.62 eV



#b
A cluster of 2 separate species, CH4O2 in total. Source: OMol25; level of theory: ωB97M-V/def2-TZVPD.

ORCA input file:
```
! wB97M-V def2-TZVPD RIJCOSX def2/J DEFGRID3
* xyz 0 1
O -0.2773 0.7302 -0.4954
C -1.1921 0.9279 0.2500
H -1.2296 1.6077 1.1188
H -2.1117 0.3081 0.2306
H 0.5183 -1.4298 -0.3825
H 1.5504 -0.5158 0.1119
O 1.2780 -1.4350 0.1984
*
```

Results
**HOMO-LUMO gap**: 11.19 eV
**SMILES**: C=O.O
**HOMO**: -10.76 eV



Need the numbers? Relative energies in kJ/mol: #a 100.5; #b 0.0.



#a
The molecule C5H11N. Source: OMol25; level of theory: ωB97M-V/def2-TZVPD.

ORCA input file:
```
! wB97M-V def2-TZVPD RIJCOSX def2/J DEFGRID3
* xyz 0 1
C -0.7618 1.8017 -0.1210
C 0.0462 0.7405 0.5499
C -0.2269 -0.7091 0.6163
C -1.3792 -1.4323 -0.0983
C 0.8386 -0.1844 -0.2858
H -1.2648 2.4512 0.7510
H 0.0547 2.4568 -0.7084
H -1.4770 1.3336 -0.8721
H 0.8387 1.1352 1.3208
H 0.1138 -1.1722 1.5234
H -0.9907 -2.3855 -0.2693
H -1.6396 -0.8941 -1.0706
H -2.3869 -1.6258 0.4691
H 0.4640 -0.4630 -1.3132
H 2.7943 0.5171 -0.2197
H 2.7180 -1.2227 -0.3258
N 2.2586 -0.3471 0.0536
*
```

Results
**HOMO-LUMO gap**: 10.08 eV
**SMILES**: C[C@@H]1[C@H](C)[C@H]1N
**HOMO**: -8.92 eV



#b
A structure of composition C5H11N. Source: OMol25; level of theory: ωB97M-V/def2-TZVPD.

ORCA input file:
```
! wB97M-V def2-TZVPD RIJCOSX def2/J DEFGRID3
* xyz 0 1
C -0.3611 -1.3715 -1.9135
C -1.0514 -0.1575 -1.3932
C -0.2295 0.5469 -0.2391
C -0.0731 -0.3614 0.8487
C 1.1553 1.3327 2.1305
N 1.0599 0.0619 1.6409
H 0.5737 -0.7643 -1.9800
H -0.1061 -2.1665 -1.1006
H -0.7038 -2.0206 -2.8763
H -1.2634 0.5001 -2.2519
H -1.9972 -0.4543 -0.9318
H 0.7594 0.1178 -0.5671
H -0.3776 1.6638 -0.1487
H -0.8220 -0.7504 1.5977
H 0.6044 0.1008 2.6087
H 1.9496 1.4717 2.8973
H 0.8829 2.2509 1.6783
*
```

Results
**HOMO-LUMO gap**: 6.33 eV
**HOMO**: -6.66 eV



#c
The molecule C5H11N. Source: OMol25; level of theory: ωB97M-V/def2-TZVPD.

ORCA input file:
```
! wB97M-V def2-TZVPD RIJCOSX def2/J DEFGRID3
* xyz 0 1
C 0.4693 1.5419 -1.3325
C -0.0033 1.5913 0.1169
N -0.4368 0.3096 0.6883
C 0.5130 -0.4649 1.4632
C 0.0378 -0.9511 0.1465
C -0.9822 -2.0515 -0.0050
H 1.4253 1.0195 -1.4437
H -0.2694 1.0382 -1.9653
H 0.6035 2.5596 -1.7130
H 0.7858 2.0248 0.7460
H -0.8592 2.2730 0.1818
H 1.5414 -0.1007 1.5163
H 0.1370 -0.8990 2.3889
H 0.7779 -0.9039 -0.6537
H -0.5008 -3.0358 -0.0249
H -1.5467 -1.9288 -0.9365
H -1.6925 -2.0223 0.8268
*
```

Results
**HOMO-LUMO gap**: 10.02 eV
**SMILES**: CCN1C[C@H]1C
**HOMO**: -8.82 eV



Need the numbers? Relative energies in kJ/mol: #a 75.4; #b 649.1; #c 0.0.



#a
The molecule C5H11N. Source: OMol25; level of theory: ωB97M-V/def2-TZVPD.

ORCA input file:
```
! wB97M-V def2-TZVPD RIJCOSX def2/J DEFGRID3
* xyz 0 1
C -0.9634 0.7348 -2.2212
C 0.0689 -0.1478 -1.5374
C -0.5087 -0.6310 -0.1243
C 0.3639 -0.1502 0.9340
C 1.6106 -0.5995 1.2683
N -0.3145 0.5600 1.9437
H -1.7903 -0.0200 -2.1909
H -0.8648 1.1172 -3.2009
H -1.1109 1.6841 -1.8459
H 0.3067 -0.9483 -2.1915
H 0.9711 0.4176 -1.2859
H -1.5342 -0.3381 0.1781
H -0.4268 -1.7643 -0.2441
H 2.1492 -1.3791 0.7000
H 2.0674 -0.0116 2.0719
H -1.3058 0.9107 1.9366
H 0.3126 1.1740 2.5510
*
```

Results
**HOMO-LUMO gap**: 8.74 eV
**SMILES**: C=C(N)CCC
**HOMO**: -7.68 eV



#b
The molecule C5H11N. Source: OMol25; level of theory: ωB97M-V/def2-TZVPD.

ORCA input file:
```
! wB97M-V def2-TZVPD RIJCOSX def2/J DEFGRID3
* xyz 0 1
C 0.8261 -2.3489 -1.9388
C 0.9666 -1.1778 -1.0055
C -0.0276 -0.4521 -0.4142
N 0.3778 0.4844 0.5746
C -0.3050 1.6448 0.9079
C -1.6270 1.6646 1.8454
H 1.1338 -3.2479 -1.3221
H -0.1559 -2.4474 -2.2843
H 1.5416 -2.3059 -2.7457
H 1.9873 -0.8539 -0.7003
H -1.1369 -0.6524 -0.6106
H 1.3072 0.7846 0.4140
H -0.7005 2.0343 -0.0881
H 0.4776 2.4961 1.0553
H -1.8407 2.5715 2.2703
H -1.7508 0.6751 2.4285
H -2.5061 1.5714 1.1916
*
```

Results
**HOMO-LUMO gap**: 8.78 eV
**SMILES**: C/C=C/NCC
**HOMO**: -7.62 eV



Need the numbers? Relative energies in kJ/mol: #a 0.0; #b 17.2.



#a
A cluster of 2 separate species, C3H12N2O2 in total. Source: OMol25; level of theory: ωB97M-V/def2-TZVPD.

ORCA input file:
```
! wB97M-V def2-TZVPD RIJCOSX def2/J DEFGRID3
* xyz 0 1
C -0.9736 0.6799 -1.1467
C -0.4066 -0.7671 -1.4774
O -0.0134 -1.4603 -0.2745
N 0.2279 1.5296 -0.8778
C 0.9824 1.5630 0.4090
N 1.5148 0.3471 1.0009
H -1.5383 0.6080 -0.3167
H -1.5664 1.1954 -1.9885
H -1.0822 -1.2974 -2.0878
H 0.4888 -0.7655 -2.0879
H 0.6491 -2.0456 -0.5886
H 0.8460 1.2818 -1.6002
H 0.5018 2.0118 1.2673
H 1.8843 2.0751 -0.0233
H 0.7691 -0.1294 1.4339
H 2.0325 -0.2976 0.4951
H -2.0995 -1.0636 2.0391
H -0.8132 -1.4569 1.2284
O -1.2221 -1.3031 2.1068
*
```

Results
**HOMO-LUMO gap**: 8.88 eV
**SMILES**: NCNCCO.O
**HOMO**: -8.43 eV



#b
A cluster of 3 separate species, C3H12N2O2 in total. Source: OMol25; level of theory: ωB97M-V/def2-TZVPD.

ORCA input file:
```
! wB97M-V def2-TZVPD RIJCOSX def2/J DEFGRID3
* xyz 0 1
C -2.5049 0.1996 -0.0230
C -1.5908 -1.0013 0.1155
C -0.6545 -1.0259 1.0574
N 0.2166 -2.1125 1.1984
N -1.6137 -1.9230 -0.9336
H -3.2554 0.0193 -0.7877
H -3.0000 0.4248 0.9195
H -1.9152 1.0849 -0.2782
H -0.5600 -0.1341 1.6653
H 1.0535 -2.1171 1.7393
H -0.1567 -3.0297 1.0582
H -2.4031 -1.9269 -1.5558
H -0.7613 -2.3707 -1.2152
H 3.1508 3.9994 1.7713
H 2.1511 2.8850 1.3207
O 2.6255 3.6668 1.0359
H 1.5673 0.8133 -1.7999
H 2.9420 0.5277 -2.4177
O 2.3232 1.2353 -2.2191
*
```

Results
**HOMO-LUMO gap**: 7.59 eV
**SMILES**: C/C(N)=C/N.O.O
**HOMO**: -7.01 eV



Need the numbers? Relative energies in kJ/mol: #a 99.1; #b 0.0.



#a
A cluster of 2 separate species, C3H12N2O2 in total. Source: OMol25; level of theory: ωB97M-V/def2-TZVPD.

ORCA input file:
```
! wB97M-V def2-TZVPD RIJCOSX def2/J DEFGRID3
* xyz 0 1
N 1.3746 0.0913 1.9484
C 0.8569 -0.1258 0.5177
C -0.4215 0.6319 0.2799
O -1.6641 -0.0020 -0.0242
C 1.9813 0.0679 -0.4530
N 2.2038 -1.1575 -1.2361
H 2.2789 0.0270 1.7181
H 1.1917 -0.7736 2.5688
H 0.4673 -1.2061 0.3944
H -0.5241 1.3754 1.1890
H -0.3441 1.3768 -0.5637
H -2.0884 -0.0592 0.8306
H 1.7324 0.9894 -1.0958
H 2.9701 0.2722 0.0727
H 3.2700 -1.2849 -1.3662
H 1.9864 -1.9747 -0.7833
H -4.8920 1.1399 -1.8279
H -5.0990 -0.1505 -1.0854
O -5.2803 0.7624 -1.0841
*
```

Results
**HOMO-LUMO gap**: 10.39 eV
**SMILES**: NC[C@@H](N)CO.O
**HOMO**: -9.50 eV



#b
A cluster of 3 separate species, C3H12N2O2 in total. Source: OMol25; level of theory: ωB97M-V/def2-TZVPD.

ORCA input file:
```
! wB97M-V def2-TZVPD RIJCOSX def2/J DEFGRID3
* xyz 0 1
C 2.4042 -0.3183 0.3222
C 0.9360 -0.0913 0.3420
C 0.4068 1.0330 0.8615
N -0.9566 1.2651 0.8978
N 0.0567 -1.2203 0.1688
H 2.8029 -0.8052 -0.5676
H 2.7657 -0.9234 1.1626
H 2.9589 0.6229 0.3354
H 1.0713 1.6442 1.4627
H -1.6668 0.6473 1.2586
H -1.1968 2.2144 1.1282
H 0.1300 -1.5721 -0.7831
H 0.2904 -1.9847 0.7870
H -0.7205 0.9559 -1.5511
H -0.1275 1.5256 -2.8844
O -0.8289 0.9822 -2.5069
H -2.0009 -1.1546 -0.1396
H -3.3834 -1.7863 0.0535
O -2.9415 -1.0342 -0.3477
*
```

Results
**HOMO-LUMO gap**: 9.05 eV
**SMILES**: C/C(N)=C/N.O.O
**HOMO**: -8.29 eV



#c
A cluster of 3 separate species, C3H12N2O2 in total. Source: OMol25; level of theory: ωB97M-V/def2-TZVPD.

ORCA input file:
```
! wB97M-V def2-TZVPD RIJCOSX def2/J DEFGRID3
* xyz 0 1
C -1.2914 0.6516 0.6413
C -0.7508 0.5065 -0.7787
N 0.3641 -0.4167 -0.8507
C 0.3646 -1.5312 -1.6193
N 1.3048 -2.3945 -1.5529
H -0.4529 0.9132 1.2851
H -2.1031 1.3748 0.6317
H -1.6792 -0.3105 0.9972
H -0.4512 1.4758 -1.1705
H -1.5392 0.1211 -1.4294
H 1.0939 -0.3665 -0.1567
H -0.5470 -1.6519 -2.1915
H 1.1673 -3.1263 -2.2410
H 3.0006 -1.4563 -0.9865
H 4.3324 -1.7067 -1.6251
O 3.9630 -1.3498 -0.8095
H -2.3940 3.8597 3.8868
H -2.4673 2.3815 4.2133
O -1.9145 3.0262 3.7561
*
```

Results
**HOMO-LUMO gap**: 9.76 eV
**SMILES**: [H]/N=C/NCC.O.O
**HOMO**: -9.03 eV



#d
A cluster of 2 separate species, C3H12N2O2 in total. Source: OMol25; level of theory: ωB97M-V/def2-TZVPD.

ORCA input file:
```
! wB97M-V def2-TZVPD RIJCOSX def2/J DEFGRID3
* xyz 0 1
C 2.0665 -0.4506 0.3710
C 1.4110 0.0110 -0.9485
O 0.1292 -0.5383 -1.1215
N 1.5471 0.2095 1.5517
C 0.1235 0.0944 1.7526
N -0.6723 1.0569 0.9801
H 1.9172 -1.5212 0.4752
H 3.1412 -0.3155 0.3066
H 2.0155 -0.1986 -1.8206
H 1.3583 1.0952 -0.8245
H -0.5055 0.1363 -0.8356
H 1.7638 1.1971 1.5236
H -0.2299 -0.8783 1.4262
H -0.1072 0.2363 2.8147
H -0.2747 1.9475 0.7386
H -1.5977 1.1473 1.3661
H -2.7379 -0.3187 -2.0359
H -3.8884 -0.9750 -1.3079
O -3.6937 -0.4368 -2.0910
*
```

Results
**HOMO-LUMO gap**: 9.72 eV
**SMILES**: NCNCCO.O
**HOMO**: -8.96 eV



Need the numbers? Relative energies in kJ/mol: #a 197.3; #b 50.8; #c 0.0; #d 56.5.



#a
A cluster of 3 separate species, C3H12N2O2 in total. Source: OMol25; level of theory: ωB97M-V/def2-TZVPD.

ORCA input file:
```
! wB97M-V def2-TZVPD RIJCOSX def2/J DEFGRID3
* xyz 0 1
C 0.1945 -0.6520 -1.8120
C -0.4570 -0.5462 -0.4713
C -0.4942 0.6622 0.1481
N -1.5413 0.9264 1.1273
N -1.1596 -1.6300 0.0375
H -0.4555 -0.4693 -2.6688
H 0.6107 -1.6447 -2.0225
H 1.0425 0.0283 -1.8640
H 0.2583 1.3599 -0.1791
H -1.3579 1.8819 1.4122
H -2.4119 0.9851 0.6110
H -1.6609 -1.5191 0.8976
H -0.7229 -2.5345 -0.0326
H -0.7025 -0.3582 2.6335
H 0.3394 -1.1948 3.4113
O -0.6059 -1.0702 3.3065
H 3.5886 2.3203 -1.1320
H 2.5062 1.3709 -1.5099
O 3.0293 2.0841 -1.8928
*
```

Results
**HOMO-LUMO gap**: 8.28 eV
**SMILES**: C/C(N)=C/N.O.O
**HOMO**: -7.68 eV



#b
A cluster of 2 separate species, C3H12N2O2 in total. Source: OMol25; level of theory: ωB97M-V/def2-TZVPD.

ORCA input file:
```
! wB97M-V def2-TZVPD RIJCOSX def2/J DEFGRID3
* xyz 0 1
C 0.9364 0.0702 0.3063
C 1.5656 1.1802 1.1287
O 0.6230 2.0235 1.7435
N 0.1933 0.4177 -0.9013
C -1.1735 0.0315 -1.0615
N -2.0501 0.1531 0.1489
H 0.1994 -0.4349 0.9471
H 1.6919 -0.6925 0.0952
H 2.1623 0.6725 1.8832
H 2.2508 1.7644 0.5068
H -0.1308 2.1369 1.1505
H 0.4213 1.3252 -1.2512
H -1.1963 -1.0249 -1.3234
H -1.6316 0.6893 -1.7926
H -3.0013 0.4739 -0.0434
H -1.6468 0.8269 0.7987
H 0.6904 -2.7938 -1.0195
H 0.3614 -4.1930 -1.4637
O -0.0286 -3.3703 -1.1871
*
```

Results
**HOMO-LUMO gap**: 9.76 eV
**SMILES**: NCNCCO.O
**HOMO**: -8.95 eV



#c
A cluster of 3 separate species, C3H12N2O2 in total. Source: OMol25; level of theory: ωB97M-V/def2-TZVPD.

ORCA input file:
```
! wB97M-V def2-TZVPD RIJCOSX def2/J DEFGRID3
* xyz 0 1
C -1.4707 0.0336 1.1916
C -0.8310 -0.6432 0.0059
C -1.5395 -0.8603 -1.1297
N -0.9416 -1.1899 -2.3678
N 0.4766 0.0168 -0.1072
H -2.3436 -0.5727 1.5168
H -0.8032 -0.1402 2.0422
H -1.5913 1.1406 1.0369
H -2.5842 -1.1295 -1.0609
H 0.0378 -1.0297 -2.5405
H -1.5956 -1.0279 -3.1167
H 0.8073 0.0439 -1.0677
H 0.5315 1.0092 0.1544
H 1.8497 -0.3676 1.5769
H 1.2575 -1.6022 2.0948
O 2.1097 -1.1518 2.0864
H 1.9286 3.2408 0.6630
H 1.6100 2.3666 -0.6629
O 1.3412 3.0656 -0.0723
*
```

Results
**HOMO-LUMO gap**: 8.31 eV
**SMILES**: C/C(N)=C/N.O.O
**HOMO**: -7.81 eV



Need the numbers? Relative energies in kJ/mol: #a 0.0; #b 33.9; #c 83.9.